10
Properties=species:S:1:pos:R:3:forces:R:3:mulliken_charge:R:1 method="wB97M-V/def2-TZVPD" de_lowest_ev=5.116 homo_energy_ev="-9.725 / -9.727" multiplicity=1
C 0.0635 -0.7695 1.1911 1.66 -0.69 -1.33 0.87
C 0.1667 -0.1601 -1.2136 1.40 -0.52 -0.94 0.87
N -0.4782 -0.2883 -0.0181 -2.50 -0.08 1.55 -0.43
F -0.7627 -0.8217 2.2099 -0.57 0.04 -0.37 -0.22
F 0.5485 -2.0507 0.9801 -0.33 1.14 0.35 -0.25
F 1.0778 0.0339 1.5538 0.25 -0.21 0.20 -0.24
F -0.0216 1.0649 -1.6833 -1.05 0.61 -0.55 -0.23
F -0.2787 -1.0862 -2.1362 0.25 0.99 1.06 -0.24
F 1.4957 -0.2503 -1.1595 0.76 -0.88 0.04 -0.26
Br -1.8109 4.3280 0.2758 0.13 -0.39 -0.03 0.13